ORCA calculation (ωB97M-V with the def2-TZVPD basis set) on an isolated molecule of C8H11ClN2O2 at a distorted geometry.

Values from the calculation:
Orbital gap (eV): 9.93
F_max (eV/Å): 6.55
Highest occupied orbital energy (eV): -9.50
Structure (SMILES): COc1nc(Cl)nc(C)c1CCO

Structure (ORCA input):
```
! wB97M-V def2-TZVPD RIJCOSX def2/J DEFGRID3
* xyz 0 1
Cl 3.3637 0.8963 2.9329
O -2.5524 -1.9045 -0.0849
O 1.3711 -0.8647 -1.2463
N 0.8072 1.0255 2.2785
N 2.2693 0.0184 0.7395
C -1.6191 1.9106 1.6085
C -1.9303 -1.1814 -1.2986
C 1.2778 -0.2492 0.0458
C -1.0921 0.1061 -1.0373
C 2.0060 0.7254 1.9099
C -0.2254 0.9911 1.3927
C -0.0962 0.1245 0.3007
C 2.7085 -1.1321 -1.4473
H -1.4085 -2.1492 -1.8332
H 2.8667 -1.7616 -2.4540
H -0.5423 0.3494 -1.8794
H 2.8333 -2.0069 -0.7323
H -1.5899 2.5533 0.5690
H -3.3220 -1.1439 0.1439
H -2.8673 -0.8220 -2.0477
H -1.8155 0.9262 -0.8126
H -2.4979 1.3088 1.7211
H 3.4075 -0.3541 -1.3265
H -1.3522 2.6340 2.5573
*
```

From a Löwdin analysis of the wavefunction, the atomic charges in e read: atom 1 (Cl): 0.709, atom 2 (O): -0.191, atom 3 (O): -0.099, atom 4 (N): 0.084, atom 5 (N): 0.122, atom 6 (C): -0.016, atom 7 (C): -0.229, atom 8 (C): -0.308, atom 9 (C): -0.103, atom 10 (C): -0.775, atom 11 (C): -0.214, atom 12 (C): -0.017, atom 13 (C): -0.140, atom 14 (H): 0.151, atom 15 (H): 0.134, atom 16 (H): 0.073, atom 17 (H): 0.108, atom 18 (H): 0.111, atom 19 (H): 0.155, atom 20 (H): 0.149, atom 21 (H): 0.088, atom 22 (H): 0.029, atom 23 (H): 0.066, atom 24 (H): 0.116